1.
This record from the OMol25 dataset describes an isolated ion of composition C3H9ClNO and charge +1. The level of theory is ωB97M-V/def2-TZVPD.

Results
Relative energy (zero: lowest compared OMol25 entry of this formula, charge and spin)   80.56 kcal/mol
SMILES   C[NH+](C)COCl
E_HOMO   -14.41 eV
HOMO-LUMO gap   10.34 eV
Charge   +1
Strongest force on any atom   5.9 eV/A

Positions of all 15 atoms, in Å:
Cl (-1.810, -0.320, 2.129)
O (-1.269, -1.368, 0.904)
N (0.480, 0.014, -0.265)
C (0.390, -1.155, 0.623)
C (0.503, 1.343, 0.434)
C (-0.531, 0.021, -1.424)
H (1.443, -0.077, -0.759)
H (0.956, 1.865, -0.403)
H (-1.302, 0.643, -1.189)
H (1.201, 1.156, 1.213)
H (-0.847, -0.960, -1.678)
H (0.806, -1.064, 1.688)
H (-0.072, 0.478, -2.323)
H (0.585, -2.197, 0.334)
H (-0.533, 1.624, 0.717)

2.
This record from the OMol25 dataset describes C3H9ClO3SSi as an isolated structure. The level of theory is ωB97M-V/def2-TZVPD.

Results
Relative energy (zero: lowest compared OMol25 entry of this formula, charge and spin)   0.00 kcal/mol
E_HOMO   -10.53 eV
HOMO-LUMO gap   10.24 eV
Strongest force on any atom   4.7 eV/A

Positions of all 18 atoms, in Å:
Cl (3.363, 1.738, 1.648)
S (1.443, 1.191, 1.545)
Si (-0.155, -0.196, -0.381)
O (0.590, 2.418, 1.675)
O (1.205, 0.090, 2.494)
O (1.203, 0.650, 0.066)
C (-0.062, -0.487, -2.297)
C (-1.599, 1.006, -0.032)
C (-0.071, -1.919, 0.593)
H (-2.464, 0.412, 0.405)
H (0.439, -2.699, -0.031)
H (0.786, -1.155, -2.446)
H (-1.251, 1.624, 0.753)
H (-1.060, -2.240, 0.919)
H (-1.063, -0.887, -2.587)
H (0.476, -1.550, 1.441)
H (0.204, 0.414, -2.907)
H (-1.984, 1.589, -0.858)

3.
This record from the OMol25 dataset describes the molecule C3H9ClSSi. The level of theory is ωB97M-V/def2-TZVPD.

Results
Relative energy (zero: lowest compared OMol25 entry of this formula, charge and spin)   38.49 kcal/mol
SMILES   CCSC[SiH2]Cl
E_HOMO   -8.21 eV
HOMO-LUMO gap   9.03 eV
Strongest force on any atom   5.1 eV/A

Positions of all 15 atoms, in Å:
Cl (2.660, 1.213, 0.654)
S (-1.065, -1.403, -0.423)
Si (2.261, -0.587, -0.068)
C (-0.965, 1.309, -0.429)
C (0.295, -1.249, 0.859)
C (-1.960, 0.241, -0.407)
H (0.022, -0.362, 1.440)
H (0.360, -2.040, 1.545)
H (-2.632, 0.029, -1.355)
H (3.264, -1.330, 0.634)
H (2.465, -0.709, -1.421)
H (-1.387, 2.335, -0.340)
H (-0.277, 1.117, 0.411)
H (-0.457, 1.298, -1.542)
H (-2.583, 0.137, 0.442)

4.
This record from the OMol25 dataset describes C3H9F2KNO8PS2 as an isolated structure. The level of theory is ωB97M-V/def2-TZVPD.

Results
Relative energy (zero: lowest compared OMol25 entry of this formula, charge and spin)   36.03 kcal/mol
E_HOMO   -9.08 eV
HOMO-LUMO gap   8.15 eV
Strongest force on any atom   7.1 eV/A

Positions of all 27 atoms, in Å:
K (-0.500, 2.209, -1.374)
S (-3.582, 4.261, 0.629)
S (-3.058, 4.398, 2.962)
P (1.190, -1.611, -1.387)
F (-4.185, 5.506, -0.133)
F (-2.114, 5.372, 3.890)
O (-2.333, 3.134, 3.073)
O (0.508, -3.054, -1.628)
O (-2.650, 3.710, -0.322)
O (0.186, -0.542, -1.438)
O (2.333, -1.552, -2.484)
O (-4.806, 3.559, 0.923)
O (-4.344, 4.476, 3.592)
O (1.976, -1.789, -0.003)
N (-2.876, 5.249, 1.708)
C (1.390, -1.393, 1.229)
C (1.039, -4.256, -1.046)
C (3.452, -2.463, -2.492)
H (1.015, -5.026, -1.816)
H (3.897, -2.491, -1.501)
H (2.219, -1.118, 1.878)
H (0.882, -0.418, 1.200)
H (4.106, -1.956, -3.202)
H (2.019, -4.114, -0.602)
H (0.333, -4.627, -0.301)
H (0.558, -2.008, 1.570)
H (3.344, -3.458, -2.923)

5.
This record from the OMol25 dataset describes a 2-piece molecular cluster, C3H9F3OP overall. The level of theory is ωB97M-V/def2-TZVPD.

Results
E_HOMO   -16.15 eV
HOMO-LUMO gap   12.71 eV
Charge   +1
Strongest force on any atom   0.9 eV/A

Positions of all 17 atoms, in Å:
P (0.271, -0.930, -1.357)
F (-2.897, 0.746, 1.043)
F (-1.824, 1.509, -0.697)
F (-1.587, 2.493, 1.251)
O (2.943, 0.070, -0.181)
C (-1.730, 1.301, 0.642)
C (-0.584, 0.374, 0.957)
C (-0.725, -0.930, 0.155)
H (3.632, 0.738, -0.262)
H (-1.746, -1.135, -0.129)
H (1.527, -1.492, -1.161)
H (-0.652, 0.128, 2.006)
H (-0.346, -1.746, 0.754)
H (0.368, 0.865, 0.807)
H (-0.365, -1.735, -2.302)
H (0.389, 0.332, -1.934)
H (3.326, -0.589, 0.408)

6.
This record from the OMol25 dataset describes the molecule C3H9FN2O. The level of theory is ωB97M-V/def2-TZVPD.

Results
Relative energy (zero: lowest compared OMol25 entry of this formula, charge and spin)   0.00 kcal/mol
SMILES   NC[C@H](F)CON
E_HOMO   -9.61 eV
HOMO-LUMO gap   10.44 eV
Strongest force on any atom   8.5 eV/A

Positions of all 16 atoms, in Å:
F (-1.698, -1.417, -0.283)
O (1.861, -0.637, 0.014)
N (-0.938, 2.049, -0.060)
N (1.790, 0.777, -0.150)
C (0.561, -1.216, 0.286)
C (-1.074, 0.655, 0.576)
C (-0.609, -0.461, -0.271)
H (0.505, -1.195, 1.285)
H (0.485, -2.349, -0.134)
H (-0.079, 2.114, -0.456)
H (-2.159, 0.666, 0.762)
H (-0.381, 0.009, -1.359)
H (2.240, 1.112, 0.559)
H (-0.478, 0.712, 1.576)
H (-1.502, 2.122, -0.857)
H (2.528, 1.015, -1.017)

7.
This record from the OMol25 dataset describes C3H9FN3O as an isolated structure. The level of theory is ωB97M-V/def2-TZVPD.

Results
Relative energy (zero: lowest compared OMol25 entry of this formula, charge and spin)   50.98 kcal/mol
E_HOMO (alpha / beta)   -12.76 / -12.76 eV
HOMO-LUMO gap (alpha / beta)   8.40 / 8.40 eV
Charge   +1
Strongest force on any atom   4.1 eV/A

Positions of all 17 atoms, in Å:
F (-0.835, 1.927, -0.171)
O (-2.273, -0.189, 1.414)
N (-2.740, 0.263, 0.442)
N (0.642, -0.058, 1.269)
N (1.896, -0.816, -0.414)
C (-1.346, 0.837, -0.841)
C (-0.435, -0.310, -0.830)
C (0.888, 0.135, -0.185)
H (1.362, -1.560, -0.801)
H (-0.070, -0.752, -1.814)
H (2.855, -0.677, -0.652)
H (0.121, 0.790, 1.641)
H (-0.853, -1.119, -0.249)
H (-1.823, 1.312, -1.737)
H (0.129, -0.927, 1.516)
H (0.906, 1.190, -0.339)
H (1.576, -0.046, 1.752)

8.
This record from the OMol25 dataset describes the molecule C3H9FOSi. The level of theory is ωB97M-V/def2-TZVPD.

Results
Relative energy (zero: lowest compared OMol25 entry of this formula, charge and spin)   3.05 kcal/mol
SMILES   CC[C@@H](F)[SiH2]O
E_HOMO   -10.39 eV
HOMO-LUMO gap   11.17 eV
Strongest force on any atom   0.6 eV/A

Positions of all 15 atoms, in Å:
Si (-1.601, -0.317, -0.320)
F (-0.503, 2.129, -0.103)
O (-3.035, 0.360, 0.181)
C (1.690, -0.886, 0.089)
C (-0.179, 0.802, 0.254)
C (1.172, 0.477, -0.328)
H (-2.942, 0.659, 1.099)
H (-1.614, -0.465, -1.781)
H (0.945, -1.669, 0.029)
H (-0.093, 0.773, 1.342)
H (1.153, 0.587, -1.404)
H (2.039, -0.843, 1.112)
H (1.867, 1.228, 0.029)
H (-1.430, -1.641, 0.316)
H (2.531, -1.193, -0.515)